# 1
ORCA calculation (ωB97M-V with the def2-TZVPD basis set) on a molecular structure, C32H88CrCsN8O16S2.

```
! wB97M-V def2-TZVPD RIJCOSX def2/J DEFGRID3
* xyz 0 6
Cr -3.28788 -1.47837 0.47541
Cs -0.45237 -4.15298 2.49575
S -4.22351 -3.69932 1.78248
O -3.78268 -3.49624 0.42528
O -3.34891 -4.68670 2.42197
O -3.84788 -2.35506 2.27503
O -5.64459 -3.93630 1.81440
S -0.79036 -0.55921 0.96748
O -2.00448 0.19225 0.72454
O -0.20810 -0.30135 2.29173
O -1.38837 -1.88820 0.90763
O 0.14628 -0.40933 -0.10908
C -2.82007 -1.13637 -4.04739
C -3.65799 -1.74708 -2.93232
C -3.90538 -3.24644 -3.02090
O -4.56335 -3.45756 -4.31273
C -5.12224 -4.78225 -4.31601
N -2.98804 -1.34452 -1.68766
H -3.31278 -1.20071 -5.01755
H -1.82132 -1.53363 -4.22848
H -2.76412 -0.06106 -3.87810
H -4.62539 -1.25024 -2.85883
H -4.47045 -3.57957 -2.15037
H -2.97507 -3.80795 -2.93522
H -5.58199 -4.94754 -5.29039
H -5.83060 -4.92629 -3.50017
H -4.30961 -5.50260 -4.22210
H -2.04292 -1.69156 -1.76773
H -2.79733 -0.39100 -1.96064
C -1.73470 0.21976 6.09400
C -2.87417 -0.19593 5.09206
C -3.34666 1.04023 4.28147
O -4.02151 1.93998 5.17326
C -5.32819 2.34499 4.91345
N -2.29365 -1.22650 4.26532
H -0.93908 0.77225 5.59416
H -1.26437 -0.64159 6.56829
H -2.20615 0.88207 6.82007
H -3.71850 -0.62096 5.63480
H -3.93554 0.61647 3.46799
H -2.56140 1.55369 3.72665
H -5.79868 2.80111 5.78448
H -5.93127 1.50438 4.57026
H -5.34549 3.12253 4.14975
H -1.55800 -0.78550 3.73199
H -2.91692 -1.55112 3.53988
C 2.10590 3.78257 1.05964
C 1.52743 2.70979 2.00364
C -0.00834 2.99314 2.28024
O -0.16146 4.35505 2.73013
C -1.57013 4.70338 2.96939
N 1.91286 1.40068 1.46396
H 3.11086 3.53579 0.71720
H 2.12787 4.76829 1.52437
H 1.51074 3.89794 0.15379
H 2.03845 2.75631 2.96530
H -0.40496 2.24041 2.96155
H -0.56289 2.83440 1.35537
H -2.11601 4.50473 2.04708
H -1.66144 5.75100 3.25619
H -1.93486 4.04582 3.75849
H 1.30997 0.71333 1.89310
H 1.57759 1.49096 0.51552
C 5.37238 -0.56812 0.36990
C 4.30448 -0.59788 -0.67514
C 4.79583 -1.40245 -1.94562
O 5.98993 -0.82662 -2.55033
C 5.79708 0.47384 -3.15535
N 3.14838 -1.22757 0.02254
H 5.20748 0.08971 1.22323
H 6.32433 -0.26296 -0.06460
H 5.44890 -1.58219 0.76220
H 3.99123 0.38539 -1.02605
H 4.01022 -1.44564 -2.69999
H 5.10162 -2.42489 -1.72380
H 5.76158 1.22533 -2.36661
H 4.90163 0.44005 -3.77593
H 6.60062 0.70380 -3.85502
H 2.37781 -1.14407 -0.62503
H 2.89117 -0.54082 0.71703
C -3.85864 3.36403 -2.05149
C -2.37810 2.98978 -2.09932
C -1.44862 3.96414 -1.30440
O -1.60255 5.32982 -1.79665
C -0.48486 6.04366 -2.09981
N -2.29102 1.59875 -1.75188
H -4.54330 2.69957 -2.57859
H -4.14350 4.29718 -2.53746
H -4.12902 3.46890 -1.00078
H -2.14248 3.13695 -3.15332
H -0.43234 3.59669 -1.44668
H -1.70637 4.02336 -0.24697
H 0.23927 5.91435 -1.29544
H -0.63215 7.08707 -2.37855
H -0.10691 5.58441 -3.01323
H -1.34840 1.31789 -1.98140
H -2.38442 1.44836 -0.75752
C 2.12651 -2.06349 6.23085
C 1.73374 -1.12321 5.07946
C 2.93288 -0.51016 4.33304
O 3.67182 0.50250 5.12319
C 4.74214 1.02323 4.36724
N 0.89029 -1.78280 4.19580
H 2.84520 -1.57112 6.88595
H 2.65286 -2.97167 5.93717
H 1.20739 -2.21599 6.79660
H 1.16999 -0.28951 5.49807
H 2.66081 -0.11280 3.35520
H 3.67489 -1.26872 4.08379
H 4.38537 1.48223 3.44521
H 5.41720 0.19551 4.14981
H 5.29612 1.72922 4.98594
H 0.05443 -1.98532 4.72534
H 0.42989 -1.15405 3.55329
C 1.82794 0.52189 -4.56603
C 1.73600 0.88488 -3.05492
C 2.02322 2.37889 -2.71316
O 3.32940 2.80067 -3.04381
C 3.45304 4.22372 -2.93098
N 0.40236 0.48618 -2.57886
H 1.53613 -0.52088 -4.69081
H 2.80229 0.76404 -4.99042
H 1.18183 1.19970 -5.12390
H 2.42783 0.23201 -2.52271
H 1.95998 2.57334 -1.64252
H 1.34609 3.05672 -3.23291
H 4.49354 4.52102 -3.06162
H 3.20494 4.54597 -1.91970
H 2.73622 4.70330 -3.59752
H 0.37366 0.27705 -1.59117
H 0.12400 -0.40050 -2.97434
C 1.25086 -4.07916 -1.34771
C 0.63962 -3.33486 -2.53565
C 0.21548 -4.26613 -3.75104
O 1.31904 -5.01191 -4.15968
C 0.94118 -6.08187 -5.04867
N -0.52925 -2.70077 -1.90111
H 2.30557 -4.33951 -1.43670
H 0.57888 -4.92817 -1.22232
H 1.20824 -3.53686 -0.40315
H 1.36633 -2.60966 -2.90181
H -0.16400 -3.69886 -4.60091
H -0.61466 -4.89463 -3.42863
H 0.33826 -5.70952 -5.87688
H 0.35929 -6.81761 -4.49353
H 1.83137 -6.63231 -5.35310
H -0.97422 -3.45491 -1.39775
H -0.15852 -2.07701 -1.19856
*
```

The calculation puts the HOMO energy (spin up / spin down) at -0.2737 / -0.3085 hartree. The electronic energy comes out at -129926.810 eV.

Atomic partial charges in e from the Löwdin method, atoms 1 to 8: number 1, Cr, carries 0.802; number 2, Cs, carries 1.064; number 3, S, carries 0.214; number 4, O, carries -0.411; number 5, O, carries -0.479; number 6, O, carries -0.451; number 7, O, carries -0.297; number 8, S, carries 0.260

# 2
ORCA calculation (ωB97M-V with the def2-TZVPD basis set) on 19 unconnected molecules or ions with the total composition C32H88F3I2O19.

```
! wB97M-V def2-TZVPD RIJCOSX def2/J DEFGRID3
* xyz -1 1
C -2.62919 -1.08778 -1.78860
C -1.29264 -1.06933 -1.11120
C -0.23955 -0.32225 -1.64029
C 1.00295 -0.29765 -1.01306
C 1.23709 -1.02379 0.15443
C 2.57414 -1.01819 0.83140
C 2.59261 -0.42893 2.23279
C 4.01903 -0.48850 2.66785
O 4.27669 -0.05246 4.04358
C 4.34408 -0.98325 4.97150
F 5.55260 -1.66375 4.93425
F 4.25939 -0.42152 6.18398
F 3.41534 -1.96079 4.87909
C 1.93934 0.80182 2.43191
I 0.82337 0.75888 4.54696
C 2.66878 2.11356 2.55011
C 1.83007 3.36198 2.87381
I 3.64243 2.45453 0.63550
C 0.18703 -1.78109 0.67732
C -1.05664 -1.79462 0.05592
H -3.40685 -1.33891 -1.07034
H -2.87293 -0.11917 -2.20710
H -2.67803 -1.82154 -2.59094
H -0.40526 0.26156 -2.53403
H 1.79446 0.30462 -1.43372
H 3.31471 -0.56214 0.16057
H 2.87761 -2.06841 0.92721
H 4.70890 0.13361 2.08444
H 4.38443 -1.51345 2.57130
H 1.09171 0.92174 1.76421
H 3.46980 2.05607 3.27357
H 0.77598 3.11426 2.91173
H 2.15249 3.78908 3.81721
H 1.94922 4.13686 2.12436
H 0.35191 -2.33904 1.58608
H -1.85876 -2.37479 0.48954
C 8.38889 -1.50770 3.48556
O 9.16688 -1.96161 2.37390
H 7.64664 -0.80900 3.11114
H 7.87747 -2.34011 3.97076
H 9.02839 -1.00125 4.21280
H 9.81114 -2.57531 2.73464
C -3.68796 2.08952 -4.35174
O -2.68764 2.14906 -3.33866
H -3.67685 1.08536 -4.76044
H -4.68466 2.29059 -3.94766
H -3.48598 2.79573 -5.16119
H -2.68468 3.03336 -2.96516
C -6.50978 0.18441 -6.71103
O -5.21457 0.77308 -6.83447
H -7.03370 0.71684 -5.92259
H -7.07067 0.27999 -7.64274
H -6.43102 -0.87191 -6.43995
H -4.74207 0.31070 -7.53021
C -8.14417 2.06849 -9.63937
O -9.17686 1.45364 -8.86909
H -7.42580 2.50191 -8.94679
H -7.63813 1.33606 -10.27354
H -8.56729 2.85355 -10.26506
H -9.81442 1.10103 -9.49685
C 9.52490 -2.49734 7.17838
O 10.31968 -2.97663 6.09637
H 8.80331 -1.79432 6.76915
H 8.98777 -3.31151 7.67038
H 10.14336 -1.98363 7.91896
H 10.97022 -3.59157 6.45752
C 11.12817 -5.59133 2.25983
O 11.64972 -5.29798 3.55173
H 11.88077 -6.16717 1.72697
H 10.21387 -6.18662 2.32377
H 10.91913 -4.68069 1.69203
H 10.99005 -4.78379 4.02885
C -1.50463 2.51271 0.32081
O -1.21020 2.76562 1.68796
H -0.56388 2.26461 -0.16117
H -2.18465 1.66706 0.19410
H -1.93180 3.39584 -0.17200
H -2.02531 2.98242 2.14514
C 13.93999 -2.98493 6.25483
O 13.23277 -3.90679 7.08723
H 13.56550 -1.99371 6.49768
H 15.01402 -3.02101 6.44213
H 13.76136 -3.18717 5.19906
H 13.54523 -4.79088 6.87917
C 17.55094 -3.90681 4.09563
O 16.13562 -3.80553 4.01968
H 17.80221 -4.00560 5.14889
H 17.92855 -4.78499 3.56456
H 18.04739 -3.01542 3.70238
H 15.88753 -3.71606 3.09623
C -13.22660 1.18240 -8.58785
O -12.22703 0.63815 -9.44964
H -13.80554 1.88377 -9.18396
H -13.89412 0.40744 -8.20435
H -12.78196 1.72333 -7.75059
H -11.70435 0.01938 -8.93142
C -10.84459 1.30306 -12.21056
O -9.57105 1.91343 -12.45377
H -11.31979 1.84307 -11.40090
H -11.47322 1.36259 -13.10332
H -10.73774 0.25499 -11.92134
H -9.14175 1.43377 -13.16611
C -1.87458 1.66027 7.30334
O -1.71358 0.25488 7.23366
H -2.56731 1.85919 8.12424
H -0.92959 2.16682 7.51353
H -2.29405 2.05790 6.37443
H -1.09980 0.08506 6.50565
C -5.53183 2.51681 9.27283
O -5.34059 1.10576 9.18120
H -6.22134 2.71085 10.09078
H -4.59012 3.03091 9.48390
H -5.96040 2.91504 8.35018
H -4.73306 0.94866 8.45080
C -14.76431 1.00245 -13.25875
O -14.77445 0.06735 -12.18730
H -15.43214 0.62570 -14.02923
H -15.11954 1.98498 -12.93690
H -13.76340 1.10331 -13.68676
H -14.17745 0.38200 -11.50148
C 2.07431 4.11813 -2.57585
O 2.24473 2.71700 -2.73529
H 1.41499 4.26885 -1.72517
H 3.02484 4.61790 -2.36780
H 1.61859 4.57616 -3.46026
H 2.83248 2.56680 -3.47905
C -3.54943 0.75263 12.60084
O -4.92080 0.67503 12.24651
H -3.49023 0.61313 13.67842
H -2.95600 -0.02772 12.11670
H -3.11441 1.72645 12.35503
H -4.98329 0.79630 11.29277
C 8.23185 -6.37872 7.29792
O 7.97747 -5.61861 8.47561
H 9.11505 -6.98484 7.48235
H 7.39001 -7.03884 7.07349
H 8.42039 -5.73074 6.43724
H 7.19674 -5.08323 8.31065
C -11.26636 5.63147 -11.32128
O -11.37234 4.21507 -11.34696
H -11.92967 5.98517 -10.53586
H -10.24922 5.95926 -11.09043
H -11.57657 6.08269 -12.26810
H -10.78631 3.88067 -12.03504
*
```

The value obtained for the energy relative to the best compared isomer or geometry (same formula, charge and spin) is 0.00 kcal per mole. The calculation puts the HOMO energy at -0.1125 hartree. The electronic energy comes out at -97860.737 eV.

Atomic partial charges in e from the Löwdin method, atoms 1 to 8: number 1, C, carries -0.061; number 2, C, carries -0.296; number 3, C, carries -0.053; number 4, C, carries -0.039; number 5, C, carries -0.234; number 6, C, carries -0.190; number 7, C, carries -0.360; number 8, C, carries -0.183

Look up the electronic energy of the first one. -129926.810 eV

Number 2 is which compound? C32H88F3I2O19

Which formula does entry 2 have? C32H88F3I2O19